# C25H28N2O7

An isolated molecule of C25H28N2O7 in a non-equilibrium geometry (ωB97M-V/def2-TZVPD, the OMol25 dataset).

Geometry (Å):
1 O 2.2007 -1.5789 -2.7904
2 O 1.3875 0.0694 1.5650
3 O -4.5591 3.1779 -1.5137
4 O 3.9744 -2.6173 0.1585
5 O -2.7083 -3.8685 1.7255
6 O -0.5663 -3.5583 1.2725
7 O -0.8014 2.2296 -3.0604
8 N -1.8917 2.9403 -0.5322
9 N 2.4576 -0.5609 -0.7655
10 C -3.0318 2.5657 0.2795
11 C -0.8969 0.3187 -4.6029
12 C 0.8651 0.8783 -1.9328
13 C -1.5942 -3.7341 2.1646
14 C -0.4063 1.7365 -4.3266
15 C 0.9416 0.4063 2.8608
16 C 1.6591 -3.1604 0.6716
17 C 1.3830 0.3450 -0.7653
18 C 2.6950 -1.5180 -1.6846
19 C -0.2600 1.5448 0.4873
20 C -1.2414 -3.7403 3.5749
21 C -0.2386 1.7171 -1.9191
22 C 2.9744 -2.9083 1.0283
23 C 3.7054 -2.5841 -1.2263
24 C -4.2058 2.1490 -0.6197
25 C 0.8129 0.6753 0.4695
26 C 1.4751 1.7537 3.3381
27 C -0.8220 2.0703 -0.6835
28 C 2.4104 -3.1322 3.3586
29 C 1.0681 -3.3548 3.0246
30 C -3.4653 3.5165 -2.3411
31 C -2.2571 3.9487 -1.5020
32 C 0.0291 -3.5607 3.9843
33 C 0.7087 -3.3659 1.6675
34 C 3.3452 -2.9078 2.3839
35 H -2.7797 1.7362 0.9378
36 H 2.5622 1.7426 3.3326
37 H -1.4101 4.1759 -2.1431
38 H -2.5326 4.8503 -0.9383
39 H 0.6813 1.8029 -4.4491
40 H -3.9248 1.2432 -1.1799
41 H -3.3341 3.4307 0.8829
42 H 2.6959 -3.1288 4.4000
43 H -2.0588 -3.8957 4.2600
44 H 1.1288 1.9468 4.3495
45 H -3.1855 2.6561 -2.9642
46 H -3.8069 4.3335 -2.9783
47 H -0.6661 0.0514 -5.6302
48 H -0.8725 2.4346 -5.0290
49 H 2.8901 -0.6564 0.1444
50 H -0.7016 1.8423 1.4239
51 H 4.6698 -2.3751 -1.6987
52 H -1.9735 0.2648 -4.4587
53 H -0.1537 0.3780 2.9104
54 H 1.1366 2.5559 2.6876
55 H 4.3780 -2.7177 2.6275
56 H 1.3282 0.5840 -2.8575
57 H 1.3334 -0.3958 3.4942
58 H 3.3511 -3.5562 -1.5901
59 H -0.4205 -0.3993 -3.9411
60 H -5.0957 1.9428 -0.0223
61 H 0.2877 -3.5653 5.0339
62 H 1.3259 -3.1739 -0.3532

**SMILES string**: CCOc1cc(N2CCOCC2)c(OCC)cc1NC(=O)COc1ccc2ccc(=O)oc2c1
**HOMO-LUMO gap**: 7.12 eV
**2S+1**: 1
**HOMO energy**: -7.1 eV

Atomic partial charges in e from the Löwdin method, atoms 1 to 4: O 0.08; O -0.06; O -0.13; O -0.03